Record 1
The following is a quantum chemistry calculation of a 3-piece molecular cluster, C22H32N4O6P overall in a non-equilibrium geometry, from the OMol25 dataset.

Summary:
lowest unoccupied orbital energy (spin up / spin down) = -0.6 / -0.6 eV
HOMO energy (spin up / spin down) = -0.2927 / -0.2946 Ha
calculated total energy = -50859.336 eV

Structure (ORCA input):
```
! wB97M-V def2-TZVPD RIJCOSX def2/J DEFGRID3
* xyz 0 2
C -3.25878 -0.24944 1.19261
P -3.08237 -2.08557 0.92790
O -3.44532 -2.70648 2.48538
C -1.24129 -2.52706 0.61334
N -1.24845 -3.88898 0.04354
C -0.57383 -1.46887 -0.31552
C 0.98845 -1.44941 -0.30563
C 1.58734 -2.53827 -1.27372
C 1.40318 -0.07540 -0.95007
N 1.59902 -1.47841 1.04804
O 1.38249 -0.30703 1.57524
C 1.02349 -2.50889 1.93100
C 1.50653 -3.95414 1.62937
C 1.54657 -2.17923 3.38550
C -0.53197 -2.49075 2.01331
H -3.08434 0.27549 0.23910
H -4.25961 0.01996 1.55439
H -2.50700 0.14383 1.90530
H -3.19278 -3.62903 2.49205
H -1.37251 -3.79785 -0.96031
H -2.09881 -4.32918 0.38647
H -0.92729 -0.44002 -0.15949
H -0.86528 -1.73545 -1.35249
H 2.41140 -3.04433 -0.73710
H 2.02915 -2.09167 -2.17096
H 0.85909 -3.32587 -1.51741
H 1.35209 -0.14789 -2.05153
H 0.71931 0.74001 -0.67022
H 2.43377 0.19946 -0.68715
H 1.30115 -4.64807 2.45466
H 1.13083 -4.34229 0.67091
H 2.60867 -3.90386 1.50767
H 2.48119 -1.60447 3.36764
H 0.76756 -1.72911 4.01584
H 1.79645 -3.14642 3.86230
H -0.88795 -1.66515 2.64768
H -0.81421 -3.42750 2.53134
C 1.80296 3.63497 4.91275
C 1.11471 2.59645 4.29748
C 0.07310 2.87366 3.42552
C -0.26403 4.19483 3.17473
C 0.40829 5.24156 3.78915
C 1.44695 4.95559 4.66310
N -1.34265 4.48330 2.23348
O -1.90630 3.53964 1.72418
O -1.60568 5.64392 2.00760
H 2.62004 3.41487 5.58856
H 1.39261 1.56954 4.49492
H -0.45710 2.06001 2.95087
H 0.13833 6.26978 3.59465
H 1.98252 5.76192 5.14627
C -0.77002 3.08113 -6.56760
C 0.06963 2.98533 -5.46452
C 0.47794 1.74081 -5.00830
C 0.04042 0.60175 -5.66938
C -0.80363 0.68424 -6.76740
C -1.20916 1.93267 -7.21544
N 0.48686 -0.70998 -5.20565
O 1.20848 -0.74803 -4.23136
O 0.11441 -1.68453 -5.81841
H -1.08271 4.05455 -6.92433
H 0.40818 3.88129 -4.96168
H 1.13098 1.67235 -4.14949
H -1.14595 -0.20541 -7.27663
H -1.86512 2.01108 -8.07203
*
```

***

Record 2
The following is a quantum chemistry calculation of C22H32N5O2SSiTi as an isolated structure, from the OMol25 dataset.

Summary:
lowest unoccupied orbital energy (spin up / spin down) = 2.7 / 2.7 eV
HOMO energy (spin up / spin down) = -0.0901 / -0.1597 Ha
calculated total energy = -76710.847 eV

Structure (ORCA input):
```
! wB97M-V def2-TZVPD RIJCOSX def2/J DEFGRID3
* xyz -1 3
Ti -0.15702 1.49162 0.90434
N -2.20874 5.17502 -0.68596
C -1.28103 4.23305 -0.25714
S -1.36381 3.78520 1.42846
N -0.43358 3.82991 -1.14782
N 0.48718 2.92004 -0.63039
C 1.68667 3.06057 -1.04558
C 2.82465 2.32326 -0.51944
C 3.99367 2.28915 -1.28564
C 5.14746 1.67501 -0.84222
C 5.14338 1.09925 0.43086
C 4.01804 1.14534 1.22232
C 2.81471 1.74548 0.78274
O 1.77962 1.76792 1.56943
H -3.06064 5.16349 -0.15030
H -2.33613 5.17742 -1.68717
H 1.87899 3.82075 -1.80549
H 3.97628 2.75911 -2.26438
H 6.03314 1.64525 -1.46374
H 6.03703 0.60970 0.80322
H 4.00822 0.69597 2.20825
C -0.25362 3.25904 4.90849
C 0.59718 2.14925 4.29165
C -0.20932 1.18141 3.54454
N -0.83464 0.33496 3.06487
H 0.38991 3.93627 5.47033
H -1.00350 2.85158 5.58704
H -0.75628 3.83059 4.13048
H 1.13201 1.58827 5.06217
H 1.33569 2.53788 3.58910
C 1.59597 -2.82831 -3.26604
Si 1.68269 -2.89703 -1.38910
C 3.47188 -3.15255 -0.88208
C 0.69505 -4.40380 -0.83237
C 1.02581 -1.39015 -0.65250
C 0.60764 -0.37256 -0.09862
H 1.99640 -3.73725 -3.72348
H 2.16700 -1.97483 -3.63715
H 0.56278 -2.70282 -3.59811
H 3.89899 -4.04959 -1.33925
H 3.54874 -3.24657 0.20315
H 4.07286 -2.29026 -1.17839
H 1.11410 -5.32560 -1.24538
H -0.34428 -4.33058 -1.16186
H 0.70049 -4.48464 0.25716
O -2.18477 0.84240 0.27108
C -2.76730 -0.24477 0.19971
C -4.22494 -0.28134 -0.19523
C -4.42812 -0.84477 -1.60711
C -4.38938 -2.36932 -1.68534
C -3.07126 -3.00545 -1.25184
C -2.69932 -2.72013 0.20264
N -2.14258 -1.40314 0.42489
H -4.57275 0.74807 -0.13910
H -4.79498 -0.87135 0.52994
H -3.67061 -0.41675 -2.27054
H -5.39646 -0.50256 -1.98012
H -4.61568 -2.67783 -2.70967
H -5.19382 -2.77155 -1.05693
H -2.25225 -2.65789 -1.88879
H -3.14381 -4.08928 -1.38423
H -1.93686 -3.42686 0.52857
H -3.57114 -2.87832 0.84767
H -1.12559 -1.32433 0.49546
*
```

***

Record 3
The following is a quantum chemistry calculation of C22H32N5Pd as an isolated structure in a non-equilibrium geometry, from the OMol25 dataset.

Summary:
lowest unoccupied orbital energy (spin up / spin down) = -2.6 / -5.0 eV
HOMO energy (spin up / spin down) = -0.3434 / -0.4065 Ha
calculated total energy = -34243.589 eV

Structure (ORCA input):
```
! wB97M-V def2-TZVPD RIJCOSX def2/J DEFGRID3
* xyz 1 5
C 0.08754 0.82904 2.48770
C -1.19881 0.54919 1.98423
C -1.46332 1.36871 0.85893
C -0.29143 2.17149 0.60130
C 0.69077 1.85277 1.64178
Pd 1.20389 0.54263 0.05053
C 0.59036 0.00123 -2.96833
C 1.70765 -0.06315 -2.04142
H 2.29575 -0.96977 -1.99308
C 2.47888 1.07088 -1.64326
H 2.24949 2.11166 -1.88758
H 3.48596 0.99542 -1.16130
C 0.59857 -0.84212 -4.22883
H 0.91188 -1.80815 -4.02492
H -0.29359 -0.85884 -4.75679
H 1.36793 -0.57709 -5.05106
C -0.20968 1.27099 -3.02985
H -0.51624 1.58998 -2.09561
H 0.29518 2.23160 -3.41447
H -1.01172 1.24343 -3.66536
C -2.11705 -0.44428 2.57955
H -1.58560 -1.38606 2.78743
H -2.53358 -0.08234 3.53478
H -2.95719 -0.67631 1.91573
C -2.73468 1.44009 0.11312
H -3.15692 0.44388 -0.06122
H -3.49033 2.02773 0.66797
H -2.60508 1.92564 -0.86656
C -0.20679 3.38852 -0.23428
H -1.02766 3.43597 -0.96334
H -0.26033 4.30808 0.37974
H 0.74833 3.40192 -0.78408
C 1.84839 2.71007 2.00586
H 2.25072 3.18710 1.10708
H 1.57021 3.49683 2.73226
H 2.64515 2.09275 2.45092
C 0.68896 0.29901 3.72014
H 1.76329 0.53999 3.77220
H 0.20565 0.74755 4.60533
H 0.56970 -0.79542 3.78781
C -1.52431 -1.83802 -0.70377
C -1.16595 -1.18895 -1.84455
C -2.45700 -2.66936 -0.15967
C -2.43479 -1.30101 -2.40804
H -0.34736 -1.06195 -2.26163
C -3.66232 -2.46697 -0.91578
H -2.50146 -3.30540 0.63755
C -3.62259 -1.80678 -1.90291
H -2.31427 -0.60917 -3.47829
H -4.75188 -2.95800 -0.58338
H -4.28071 -1.47013 -2.51664
N 2.63343 -4.03388 2.58327
N 2.74605 -2.69743 2.20099
N 3.94908 -2.23717 1.73368
C 3.57507 -1.13760 1.07247
N 2.22517 -0.98946 1.04800
N 1.67165 -2.00765 1.78244
H 1.83208 -4.15708 3.18338
H 3.52719 -4.33654 3.01679
H 4.30866 -0.49810 0.60307
*
```

***

Which energy above the lowest of the compared OMol25 structures with the same formula, charge and spin belongs to each record? In order, 0.802, 0.087, 5.481 eV.